{
  "formula": "C20H42BiNP3S",
  "method": "ωB97M-V/def2-TZVPD",
  "spin_multiplicity": 1,
  "lumo_energy_ev": -10.817,
  "fmax_ev_per_a": 2.48,
  "charge": 3,
  "relative_energy_kj_mol": 56.0,
  "mol_weight_g_mol": 630.53,
  "species": ["Bi", "P", "P", "P", "H", "C", "C", "H", "C", "C", "C", "C", "C", "C", "C", "C", "C", "H", "H", "H", "H", "H", "H", "H", "H", "H", "H", "H", "H", "H", "H", "H", "H", "H", "H", "H", "H", "H", "H", "H", "H", "H", "H", "H", "H", "H", "C", "C", "C", "C", "C", "C", "S", "H", "H", "H", "H", "H", "H", "C", "C", "C", "N", "H", "H", "H", "H", "H"],
  "positions_angstrom": [[-0.53, -0.42, -0.50], [0.03, -2.80, 0.68], [2.22, -0.24, -0.99], [-3.17, -0.49, 0.45], [0.53, 1.73, -4.85], [-0.39, 2.29, -4.70], [-0.54, 3.31, -3.84], [0.27, 3.73, -3.24], [0.06, -4.09, -0.62], [1.67, -2.95, 1.48], [-1.22, -3.32, 1.92], [2.61, 1.28, -1.93], [3.48, -0.13, 0.33], [2.93, -1.51, -2.07], [-4.02, 1.05, -0.09], [-3.65, -0.63, 2.21], [-4.04, -1.96, -0.23], [-1.30, 1.89, -5.17], [-1.51, 3.84, -3.87], [0.25, -5.09, -0.22], [0.85, -3.85, -1.35], [-0.90, -4.09, -1.16], [1.77, -3.90, 2.02], [1.83, -2.13, 2.20], [2.47, -2.89, 0.73], [-0.96, -4.30, 2.38], [-2.21, -3.41, 1.46], [-1.29, -2.57, 2.73], [3.49, 1.07, -2.55], [2.83, 2.10, -1.23], [1.75, 1.56, -2.57], [4.47, -0.23, -0.14], [3.36, -0.93, 1.07], [3.40, 0.84, 0.84], [3.99, -1.28, -2.26], [2.38, -1.51, -3.02], [2.85, -2.50, -1.60], [-5.03, 0.83, -0.45], [-3.47, 1.56, -0.89], [-4.08, 1.72, 0.78], [-4.72, -0.89, 2.27], [-3.48, 0.32, 2.71], [-3.06, -1.42, 2.71], [-5.13, -1.83, -0.16], [-3.77, -2.86, 0.35], [-3.77, -2.14, -1.28], [-3.59, -0.06, -4.54], [-4.29, -1.14, -5.11], [-5.12, -0.97, -6.22], [-5.28, 0.30, -6.78], [-4.66, 1.40, -6.19], [-3.83, 1.24, -5.06], [-2.67, -0.35, -3.03], [-1.45, 0.34, -3.08], [-4.17, -2.12, -4.63], [-5.64, -1.84, -6.62], [-5.90, 0.42, -7.68], [-4.84, 2.40, -6.62], [-3.36, 2.11, -4.59], [3.07, 1.48, 3.79], [1.54, 1.31, 3.72], [1.03, 0.86, 2.46], [0.49, 0.44, 1.51], [3.57, 0.52, 3.58], [3.38, 1.82, 4.78], [3.43, 2.21, 3.05], [1.22, 0.59, 4.50], [1.05, 2.27, 3.95]],
  "mulliken_charge": [1.84, 0.62, 0.56, 0.47, 0.36, -0.80, -0.44, 0.32, -1.17, -0.96, -1.03, -1.00, -1.13, -1.30, -1.07, -1.23, -1.01, 0.35, 0.27, 0.44, 0.31, 0.40, 0.55, 0.23, 0.31, 0.52, 0.22, 0.29, 0.46, 0.39, 0.08, 0.51, 0.22, 0.22, 0.52, 0.41, 0.29, 0.44, 0.29, 0.44, 0.42, 0.40, 0.25, 0.49, 0.34, 0.17, 0.37, -0.54, -0.65, -0.44, -0.62, -0.34, -0.10, 0.03, 0.33, 0.40, 0.41, 0.36, 0.51, -1.19, -0.24, 0.12, -0.37, 0.33, 0.37, 0.35, 0.29, 0.35]
}

{
  "formula": "C20H42BrN4O2S",
  "method": "ωB97M-V/def2-TZVPD",
  "spin_multiplicity": 1,
  "lumo_energy_ev": -3.322,
  "fmax_ev_per_a": 2.31,
  "charge": 1,
  "mol_weight_g_mol": 482.55,
  "species": ["C", "C", "C", "C", "C", "C", "N", "C", "N", "C", "C", "C", "S", "N", "C", "N", "C", "Br", "H", "H", "H", "H", "H", "H", "H", "H", "H", "H", "H", "H", "H", "H", "H", "H", "H", "H", "H", "H", "H", "H", "H", "H", "H", "H", "C", "C", "C", "O", "C", "H", "H", "H", "H", "H", "H", "H", "H", "C", "C", "C", "O", "C", "H", "H", "H", "H", "H", "H", "H", "H"],
  "positions_angstrom": [[5.12, 1.50, -0.06], [5.24, 0.44, -1.21], [4.46, 0.80, -2.51], [2.96, 1.21, -2.28], [2.14, 0.07, -1.56], [0.90, 0.70, -0.80], [0.18, 1.53, -1.79], [-1.12, 1.89, -1.35], [-1.63, 3.03, -1.73], [-2.96, 3.52, -1.31], [-3.01, 3.86, 0.23], [-1.67, 4.47, 0.77], [-0.98, 5.82, -0.29], [-1.92, 1.06, -0.51], [-1.43, -0.31, -0.73], [-2.37, -1.34, -0.21], [0.01, -0.40, -0.12], [0.06, -0.33, 1.86], [5.20, 0.97, 0.91], [5.97, 2.21, -0.13], [4.19, 2.11, -0.10], [4.90, -0.56, -0.85], [6.32, 0.36, -1.47], [4.98, 1.66, -2.99], [4.49, -0.02, -3.27], [2.53, 1.39, -3.29], [2.86, 2.17, -1.72], [1.70, -0.62, -2.32], [2.76, -0.44, -0.80], [1.35, 1.30, 0.02], [0.17, 1.10, -2.71], [-1.09, 3.66, -2.32], [-3.71, 2.76, -1.60], [-3.23, 4.44, -1.87], [-3.90, 4.47, 0.49], [-3.15, 2.89, 0.78], [-0.91, 3.68, 0.93], [-1.89, 4.90, 1.76], [0.19, 5.26, -0.74], [-1.78, 1.33, 0.47], [-1.41, -0.45, -1.84], [-2.92, -1.63, -1.02], [-1.79, -2.15, -0.03], [0.41, -1.41, -0.39], [1.33, -5.41, -1.89], [1.32, -4.63, -3.18], [0.01, -3.87, -3.09], [-0.24, -3.64, -1.70], [0.68, -4.43, -0.93], [2.32, -5.72, -1.57], [0.71, -6.31, -1.99], [2.16, -3.92, -3.19], [1.40, -5.25, -4.08], [-0.82, -4.47, -3.49], [0.03, -2.92, -3.62], [1.41, -3.75, -0.49], [0.14, -4.93, -0.12], [-2.82, 0.31, 5.74], [-2.93, -0.02, 4.26], [-2.39, -1.44, 4.21], [-2.71, -2.04, 5.47], [-3.15, -1.03, 6.38], [-3.48, 1.11, 6.07], [-1.79, 0.59, 5.99], [-3.98, -0.01, 3.96], [-2.38, 0.67, 3.62], [-1.30, -1.44, 4.10], [-2.82, -2.02, 3.40], [-4.23, -1.15, 6.51], [-2.67, -1.17, 7.35]],
  "mulliken_charge": [-0.98, -0.49, -0.97, -0.79, -0.36, 0.11, -0.40, 0.05, -0.05, -0.73, -0.54, -0.42, -0.21, -0.10, -0.27, -0.60, -0.11, 0.01, 0.24, 0.35, 0.24, 0.32, 0.40, 0.38, 0.31, 0.34, 0.47, 0.24, 0.23, 0.42, 0.37, 0.39, 0.35, 0.42, 0.42, 0.19, 0.15, 0.44, 0.12, 0.20, 0.48, 0.37, 0.28, -0.28, -0.61, -0.50, -0.43, -0.32, -0.39, 0.33, 0.27, 0.20, 0.37, 0.34, 0.22, 0.23, 0.32, -0.60, -0.15, -0.22, -0.44, -0.49, 0.35, 0.26, 0.29, 0.07, 0.16, 0.17, 0.27, 0.29]
}

{
  "formula": "C20H42F3N11O31",
  "method": "ωB97M-V/def2-TZVPD",
  "spin_multiplicity": 1,
  "lumo_energy_ev": -0.881,
  "fmax_ev_per_a": 5.62,
  "charge": 0,
  "mol_weight_g_mol": 989.60,
  "species": ["C", "N", "O", "O", "H", "H", "H", "C", "N", "O", "O", "H", "H", "H", "C", "N", "O", "O", "H", "H", "H", "C", "N", "O", "O", "H", "H", "H", "C", "N", "O", "O", "H", "H", "H", "C", "N", "O", "O", "H", "H", "H", "C", "N", "O", "O", "H", "H", "H", "C", "N", "O", "O", "H", "H", "H", "C", "N", "O", "O", "H", "H", "H", "C", "N", "O", "O", "H", "H", "H", "C", "N", "O", "O", "H", "H", "H", "C", "C", "O", "C", "O", "O", "F", "H", "H", "H", "C", "C", "O", "C", "O", "O", "F", "H", "H", "H", "C", "C", "O", "C", "O", "O", "F", "H", "H", "H"],
  "positions_angstrom": [[29.09, 16.31, 22.24], [27.93, 16.77, 21.36], [27.19, 17.60, 21.82], [27.67, 16.20, 20.31], [29.84, 15.81, 21.62], [28.63, 15.51, 22.82], [29.55, 17.23, 22.59], [20.65, 23.01, 24.83], [21.88, 22.98, 25.61], [22.44, 21.93, 25.65], [22.26, 23.99, 26.19], [20.74, 22.70, 23.79], [20.12, 23.97, 24.83], [19.99, 22.33, 25.37], [25.57, 23.11, 18.19], [24.45, 23.14, 19.13], [23.89, 24.22, 19.44], [23.99, 22.04, 19.39], [25.49, 22.23, 17.55], [26.53, 23.17, 18.70], [25.45, 23.92, 17.47], [25.09, 22.39, 24.55], [25.91, 22.08, 23.29], [25.38, 21.84, 22.29], [27.09, 21.86, 23.47], [24.15, 22.76, 24.13], [25.68, 23.12, 25.10], [24.96, 21.48, 25.13], [22.80, 19.27, 27.24], [22.60, 17.80, 27.39], [21.57, 17.38, 27.81], [23.59, 17.16, 26.98], [23.78, 19.63, 27.53], [22.02, 19.74, 27.84], [22.65, 19.49, 26.18], [28.48, 22.62, 27.24], [27.95, 22.03, 28.49], [28.75, 21.76, 29.39], [26.70, 22.04, 28.57], [29.54, 22.38, 27.15], [28.29, 23.69, 27.32], [27.87, 22.15, 26.46], [21.81, 27.13, 26.70], [23.04, 27.68, 27.28], [23.29, 27.31, 28.35], [23.53, 28.51, 26.57], [22.03, 26.27, 26.08], [21.47, 27.98, 26.11], [21.04, 26.91, 27.44], [27.99, 25.40, 20.45], [26.72, 26.05, 20.87], [26.05, 26.65, 20.02], [26.49, 26.15, 22.09], [28.00, 24.36, 20.76], [28.88, 25.90, 20.83], [27.96, 25.50, 19.37], [22.80, 23.71, 29.95], [23.52, 22.81, 30.81], [23.00, 21.86, 31.43], [24.72, 22.93, 30.84], [23.43, 23.75, 29.07], [22.74, 24.63, 30.53], [21.86, 23.18, 29.79], [26.00, 26.90, 25.08], [25.86, 25.83, 26.04], [26.91, 25.33, 26.50], [24.73, 25.42, 26.23], [26.37, 27.80, 25.58], [25.13, 27.02, 24.43], [26.80, 26.42, 24.52], [22.10, 26.24, 21.03], [22.24, 25.52, 22.32], [23.22, 25.88, 23.00], [21.34, 24.73, 22.59], [21.42, 25.96, 20.22], [23.07, 26.41, 20.57], [21.60, 27.15, 21.35], [23.04, 19.57, 22.34], [23.41, 18.61, 21.18], [23.50, 17.37, 21.86], [23.69, 17.53, 23.19], [23.92, 16.79, 24.15], [23.60, 18.89, 23.44], [24.60, 19.11, 20.92], [21.96, 19.65, 22.48], [23.29, 20.63, 22.23], [22.72, 18.49, 20.34], [26.88, 16.71, 26.82], [26.80, 17.85, 25.88], [28.12, 18.12, 25.40], [28.95, 17.12, 25.84], [30.07, 16.91, 25.37], [28.24, 16.29, 26.57], [26.32, 18.96, 26.38], [26.10, 16.01, 26.52], [26.81, 17.05, 27.85], [26.07, 17.65, 25.10], [29.13, 21.29, 20.81], [30.24, 20.52, 20.15], [29.64, 19.76, 19.14], [28.36, 20.28, 18.93], [27.63, 19.86, 18.04], [28.12, 21.21, 19.80], [30.88, 19.85, 20.99], [29.21, 22.36, 21.02], [28.84, 20.96, 21.80], [30.94, 21.24, 19.71]],
  "mulliken_charge": [-0.69, 0.77, -0.40, -0.55, 0.32, 0.28, 0.27, -1.03, 0.74, -0.33, -0.30, 0.32, 0.31, 0.35, -0.66, 0.89, -0.48, -0.46, 0.34, 0.07, 0.32, -0.28, 1.14, -0.50, -0.61, 0.19, -0.16, 0.15, -0.43, 0.91, -0.57, -0.49, 0.16, 0.32, 0.10, -0.41, 0.82, -0.54, -0.43, 0.31, 0.24, 0.04, -0.68, 1.12, -0.58, -0.60, 0.14, 0.34, 0.28, -0.76, 0.95, -0.52, -0.44, 0.13, 0.31, 0.35, -0.60, 0.88, -0.57, -0.48, 0.20, 0.30, 0.26, -0.94, 0.81, -0.55, -0.28, 0.32, 0.19, 0.47, -0.89, 0.83, -0.35, -0.53, 0.33, 0.23, 0.36, -0.32, 0.26, -0.34, 0.46, -0.53, 0.09, -0.17, 0.28, 0.01, 0.31, -0.30, 0.93, -0.23, 0.56, -0.59, -0.36, -0.21, 0.34, 0.27, -0.43, -0.09, 0.44, -0.35, 0.54, -0.56, -0.14, -0.25, 0.09, 0.12, 0.18]
}